{
  "formula": "CH8N3O",
  "method": "ωB97M-V with the def2-TZVPD basis set",
  "symbols": ["O", "N", "N", "N", "C", "H", "H", "H", "H", "H", "H", "H", "H"],
  "positions_angstrom": [[2.73306, 1.29655, 0.46374], [-1.92792, 0.16974, -0.74151], [0.08708, 0.30675, 0.43062], [-1.01489, -1.70775, 0.07539], [-0.99395, -0.41004, 0.02907], [-2.69236, -0.45649, -0.98612], [0.15410, 1.25912, 0.64129], [1.06561, -0.09097, 0.37044], [3.24826, 1.22198, -0.35271], [-1.37724, -2.28792, -0.75105], [-0.51916, -2.33506, 0.91717], [3.21913, 1.91953, 0.95650], [-1.98172, 1.11455, -1.05281]],
  "nbo_charge": [-0.967, -0.744, -0.784, -0.796, 0.666, 0.414, 0.431, 0.455, 0.486, 0.445, 0.469, 0.489, 0.436],
  "gap_ev": 11.9,
  "charge": 1,
  "max_force_ev_per_a": 6.284,
  "multiplicity": 1
}

{
  "formula": "CH8N3P",
  "method": "ωB97M-V with the def2-TZVPD basis set",
  "symbols": ["P", "N", "N", "N", "C", "H", "H", "H", "H", "H", "H", "H", "H"],
  "positions_angstrom": [[-0.74338, -0.88730, 0.60210], [-1.03025, -1.45387, -0.93855], [-1.29476, 0.79149, 0.63974], [1.03179, -0.55359, 0.36534], [1.62526, 0.68377, -0.02056], [0.74101, 1.39595, -0.39018], [-1.39476, 1.08911, 1.60776], [-0.79739, -0.87132, -1.76748], [2.06849, 1.17986, 0.78711], [-1.91724, 1.12417, -0.05534], [-1.94175, -1.86231, -0.99000], [2.12822, 0.38513, -0.89984], [1.52475, -1.02109, 1.05990]],
  "nbo_charge": [1.238, -1.172, -1.201, -0.934, -0.427, 0.195, 0.391, 0.386, 0.189, 0.389, 0.383, 0.198, 0.366],
  "gap_ev": 9.1,
  "max_force_ev_per_a": 4.575,
  "multiplicity": 1,
  "smiles": "CNP(N)N"
}

{
  "formula": "CH8N4",
  "method": "ωB97M-V with the def2-TZVPD basis set",
  "symbols": ["N", "N", "N", "N", "C", "H", "H", "H", "H", "H", "H", "H", "H"],
  "positions_angstrom": [[1.92960, 0.52733, 0.05243], [-2.21240, -0.85816, 0.11706], [-1.87728, 1.40692, 0.04026], [-1.68288, 0.25500, 0.14061], [0.78131, -0.23249, -0.33194], [1.94329, 1.47334, -0.26470], [1.67148, 0.67161, 1.08963], [-2.63352, 2.11570, -0.01299], [0.75542, -1.11022, 0.11822], [0.40460, -0.12592, -1.27854], [-3.26828, -1.00818, 0.30784], [2.88238, 0.05134, 0.00914], [-1.67505, -1.67594, -0.13452]],
  "nbo_charge": [-0.732, -0.492, -0.171, 0.254, -0.070, 0.464, 0.472, 0.475, 0.183, 0.206, 0.466, 0.497, 0.447],
  "gap_ev": [8.2, 10.1],
  "charge": 2,
  "max_force_ev_per_a": 4.925,
  "multiplicity": 1
}

{
  "formula": "CH8N4S",
  "method": "ωB97M-V with the def2-TZVPD basis set",
  "symbols": ["S", "N", "N", "N", "N", "C", "H", "H", "H", "H", "H", "H", "H", "H"],
  "positions_angstrom": [[4.96255, -0.11024, -0.02415], [3.50737, 0.30998, 0.29847], [-3.14201, -0.16782, 0.39511], [-1.86807, -0.36554, -0.20640], [0.42641, 0.23341, -0.47756], [-0.89834, 0.50158, -0.13246], [4.95867, -0.18875, -1.40702], [1.19559, 0.85284, -0.32229], [-3.89238, -0.94025, 0.57428], [-1.17118, 1.43475, 0.27122], [3.26198, 0.62110, 1.23500], [-1.72543, -1.33047, -0.61853], [0.69186, -0.59724, -0.96245], [-3.08320, 0.72091, 0.87496]],
  "nbo_charge": [1.011, -0.619, -0.655, -0.289, -0.773, 0.337, 0.170, 0.421, 0.476, 0.228, 0.437, 0.445, 0.414, 0.396],
  "gap_ev": 4.4,
  "charge": 2,
  "max_force_ev_per_a": 3.225,
  "multiplicity": 1
}

Which value of multiplicity does entry 4 give?
1